{
  "formula": "C37H35ClN5P2Y",
  "method": "wB97M-V/def2-TZVPD",
  "symbols": ["Y", "Cl", "P", "P", "C", "C", "C", "C", "C", "C", "C", "C", "C", "C", "C", "H", "H", "H", "H", "H", "C", "C", "C", "C", "C", "H", "H", "H", "H", "H", "C", "C", "C", "C", "C", "H", "H", "H", "H", "H", "C", "C", "C", "C", "C", "H", "H", "H", "H", "H", "C", "C", "C", "C", "C", "H", "H", "H", "H", "H", "C", "C", "C", "C", "C", "H", "H", "H", "H", "H", "H", "H", "N", "N", "N", "C", "N", "N", "H", "H", "H"],
  "positions_angstrom": [[-0.686, 1.065, -0.476], [-2.439, 1.506, -2.188], [1.652, -0.206, -2.039], [-1.895, -0.699, 1.602], [2.535, 1.431, -2.184], [1.008, -0.496, -3.735], [3.005, -1.451, -1.765], [-1.257, -1.601, 3.122], [-2.635, 0.942, 2.259], [-3.381, -1.575, 0.967], [3.911, 1.611, -1.975], [4.479, 2.888, -1.969], [3.681, 4.011, -2.182], [2.323, 3.842, -2.441], [1.753, 2.572, -2.432], [4.546, 0.730, -1.827], [5.544, 3.001, -1.803], [4.127, 5.004, -2.173], [1.707, 4.708, -2.674], [0.680, 2.474, -2.685], [3.686, -1.502, -0.525], [4.655, -2.477, -0.271], [5.004, -3.401, -1.259], [4.382, -3.336, -2.508], [3.388, -2.383, -2.750], [3.463, -0.759, 0.246], [5.159, -2.510, 0.699], [5.768, -4.153, -1.070], [4.675, -4.021, -3.299], [2.919, -2.341, -3.736], [1.549, 0.095, -4.889], [0.975, -0.101, -6.150], [-0.155, -0.913, -6.286], [-0.684, -1.547, -5.158], [-0.110, -1.338, -3.904], [2.445, 0.719, -4.796], [1.414, 0.376, -7.024], [-0.610, -1.054, -7.274], [-1.545, -2.210, -5.276], [-0.542, -1.856, -3.038], [-3.732, 1.572, 1.639], [-4.206, 2.799, 2.103], [-3.564, 3.462, 3.143], [-2.478, 2.844, 3.759], [-2.025, 1.598, 3.341], [-4.234, 1.081, 0.805], [-5.089, 3.238, 1.649], [-3.927, 4.424, 3.487], [-1.998, 3.336, 4.600], [-1.208, 1.103, 3.865], [0.101, -1.546, 3.529], [0.555, -2.263, 4.644], [-0.336, -3.010, 5.422], [-1.687, -3.042, 5.066], [-2.123, -2.368, 3.923], [0.815, -0.930, 2.976], [1.607, -2.232, 4.937], [0.008, -3.545, 6.308], [-2.398, -3.585, 5.684], [-3.178, -2.426, 3.649], [-4.615, -1.594, 1.644], [-5.719, -2.308, 1.159], [-5.651, -2.939, -0.085], [-4.432, -2.951, -0.776], [-3.321, -2.288, -0.250], [-4.713, -1.046, 2.590], [-6.628, -2.369, 1.755], [-6.542, -3.425, -0.502], [-4.375, -3.497, -1.720], [-2.377, -2.342, -0.809], [1.403, -3.058, 0.741], [0.888, -2.700, 0.374], [2.543, 4.041, 2.822], [1.368, 3.729, 2.184], [0.761, 4.775, 1.551], [0.008, 4.166, 0.665], [0.172, 2.790, 0.670], [1.163, 2.539, 1.593], [2.846, 3.317, 3.457], [2.479, 4.948, 3.293], [-0.655, 4.657, -0.020]],
  "atomic_forces_ev_per_a": [[-0.70, -1.65, -1.00], [0.83, -0.08, 0.83], [0.82, 0.24, -0.66], [-0.77, 0.50, 0.93], [0.03, 0.10, 0.17], [-0.51, -0.28, -0.48], [0.42, -0.36, 0.47], [0.47, -0.12, 0.36], [0.30, -0.29, -0.20], [-0.47, -0.49, -0.51], [-0.07, -0.39, 0.03], [-0.38, -0.15, -0.01], [0.10, -0.25, -0.04], [-0.11, 0.11, 0.01], [-0.28, -0.16, 0.10], [-0.21, 0.39, 0.00], [-0.08, -0.03, -0.02], [-0.15, -0.21, -0.04], [0.07, -0.14, 0.06], [0.41, 0.00, 0.01], [-0.28, 0.00, -0.24], [-0.05, 0.22, -0.07], [-0.26, 0.21, -0.24], [-0.05, 0.26, 0.35], [-0.35, 0.39, -0.14], [-0.01, -0.27, -0.13], [-0.22, 0.08, -0.35], [-0.19, 0.19, -0.01], [-0.12, 0.11, 0.13], [0.08, -0.09, 0.29], [0.33, 0.22, 0.15], [-0.09, -0.17, 0.37], [0.14, 0.04, 0.13], [0.14, 0.07, -0.19], [-0.07, -0.02, 0.28], [-0.37, -0.16, -0.10], [-0.07, -0.08, 0.22], [0.19, 0.02, 0.49], [0.28, 0.24, 0.17], [0.14, 0.22, -0.27], [0.23, -0.36, -0.21], [0.07, 0.06, -0.12], [0.02, -0.45, -0.12], [0.11, 0.09, 0.15], [0.10, -0.22, -0.21], [0.03, 0.12, 0.20], [0.13, -0.06, -0.03], [0.05, -0.11, 0.00], [-0.02, -0.10, -0.06], [-0.10, 0.16, -0.02], [-0.29, 0.07, -0.30], [-0.22, 0.11, 0.03], [-0.23, 0.24, -0.29], [0.36, 0.21, -0.21], [-0.41, 0.21, -0.30], [-0.17, -0.25, 0.04], [-0.35, 0.09, -0.23], [-0.05, 0.16, -0.31], [0.10, 0.07, -0.22], [0.29, -0.08, 0.12], [0.02, 0.04, 0.50], [0.40, 0.26, -0.14], [0.28, -0.01, 0.12], [-0.38, 0.10, 0.22], [0.44, 0.05, -0.07], [-0.01, -0.26, -0.37], [0.19, 0.20, -0.19], [0.52, 0.13, 0.22], [0.16, 0.28, 0.27], [-0.32, 0.06, 0.23], [0.42, -0.31, 0.32], [-0.48, 0.29, -0.31], [0.14, 0.00, 0.57], [0.27, -0.26, -3.24], [-0.39, -1.48, 0.61], [0.24, -1.39, 0.31], [2.14, 2.52, 1.97], [-1.57, 1.99, 0.51], [-0.15, -0.28, 0.09], [-0.28, -0.33, -0.31], [-0.15, 0.23, -0.02]],
  "lowdin_charge": [1.0388, -0.0981, 1.0170, 1.0179, -0.3922, -0.4064, -0.3760, -0.3529, -0.3885, -0.3953, -0.0661, -0.0472, -0.0569, -0.0799, -0.1667, 0.1083, 0.1170, 0.1185, 0.1146, 0.0823, -0.1480, -0.0746, -0.0542, -0.0535, -0.0694, 0.1002, 0.1144, 0.1175, 0.1162, 0.1067, -0.0791, -0.0520, -0.0499, -0.0642, -0.1210, 0.1151, 0.1165, 0.1216, 0.1159, 0.0932, -0.1151, -0.0571, -0.0567, -0.0751, -0.1126, 0.1027, 0.1192, 0.1177, 0.1125, 0.1000, -0.1259, -0.0718, -0.0527, -0.0513, -0.0752, 0.0870, 0.1129, 0.1193, 0.1178, 0.0942, -0.1081, -0.0495, -0.0465, -0.0608, -0.1072, 0.1149, 0.1182, 0.1234, 0.1158, 0.0874, 0.0507, 0.0206, 0.1551, -0.2085, 0.1673, -0.1388, -0.1614, 0.1171, 0.1169, 0.1333, 0.1304],
  "max_force_ev_per_a": 3.847,
  "gap_ha": 0.2703,
  "lumo_energy_ev": -6.35,
  "total_charge": 2,
  "total_energy_ha": -2885.4434,
  "mol_weight_g_mol": 736.0,
  "homo_energy_ev": -13.702
}

---

{
  "formula": "C21H27N2O",
  "method": "wB97M-V/def2-TZVPD",
  "symbols": ["C", "O", "C", "C", "C", "C", "C", "C", "C", "C", "C", "C", "C", "C", "N", "C", "C", "C", "C", "H", "H", "H", "H", "H", "H", "H", "H", "H", "H", "H", "H", "H", "H", "H", "H", "C", "C", "N", "C", "C", "H", "H", "H", "H", "H", "H", "H", "H", "H", "H", "H"],
  "positions_angstrom": [[-3.745, -3.643, 3.507], [-2.980, -4.159, 2.394], [-2.208, -3.293, 1.687], [-2.022, -1.937, 2.056], [-1.166, -1.142, 1.316], [-0.495, -1.643, 0.179], [0.468, -0.860, -0.542], [1.438, -0.112, 0.123], [2.537, 0.616, -0.507], [2.945, 0.777, -1.825], [4.069, 1.584, -2.081], [4.772, 2.202, -1.034], [4.399, 1.997, 0.303], [3.287, 1.208, 0.531], [2.719, 0.813, 1.749], [3.229, 1.139, 3.063], [1.623, 0.044, 1.522], [-0.727, -2.991, -0.204], [-1.520, -3.812, 0.560], [-4.297, -4.514, 3.859], [-3.086, -3.263, 4.302], [-4.440, -2.855, 3.183], [-2.520, -1.526, 2.935], [-0.979, -0.114, 1.636], [0.680, -1.127, -1.577], [2.415, 0.248, -2.619], [4.403, 1.719, -3.111], [5.615, 2.850, -1.271], [4.937, 2.441, 1.137], [4.071, 1.823, 2.951], [2.437, 1.612, 3.656], [3.560, 0.238, 3.602], [1.052, -0.406, 2.334], [-0.209, -3.378, -1.083], [-1.639, -4.867, 0.327], [0.198, 2.088, -3.396], [-0.423, 1.333, -2.233], [-1.816, 1.540, -2.111], [-2.693, 0.980, -1.138], [-4.127, 1.475, -1.346], [1.261, 1.861, -3.462], [-0.288, 1.783, -4.328], [0.070, 3.164, -3.251], [-0.274, 0.259, -2.405], [0.093, 1.575, -1.288], [-2.160, 2.363, -2.582], [-2.658, -0.123, -1.204], [-2.355, 1.235, -0.114], [-4.797, 1.010, -0.622], [-4.176, 2.562, -1.221], [-4.479, 1.226, -2.353]],
  "atomic_forces_ev_per_a": [[0.16, -0.15, -0.22], [0.41, 0.95, -0.46], [0.07, 0.04, 0.44], [-0.08, -0.43, -0.05], [0.28, -0.11, 0.07], [-0.69, 0.02, -0.07], [1.51, -1.30, 1.53], [-0.26, 0.19, -0.70], [0.32, 0.23, 0.35], [0.47, 0.16, 0.01], [-0.40, -0.34, 0.14], [-0.30, -0.14, 0.29], [0.12, 0.17, -0.43], [-0.16, -0.28, -0.63], [-1.72, -1.12, -0.19], [0.04, 0.05, 0.65], [1.11, 0.72, 0.07], [0.06, 0.44, -0.12], [-0.40, -0.02, 0.42], [0.01, 0.23, 0.07], [-0.14, -0.16, -0.25], [0.21, -0.26, 0.03], [0.12, -0.12, -0.35], [-0.33, -0.27, -0.26], [-0.16, 0.11, 0.26], [0.24, 0.30, 0.10], [-0.10, 0.00, 0.34], [-0.17, -0.23, 0.12], [0.07, 0.02, -0.31], [-0.21, -0.13, 0.15], [0.29, 0.01, -0.17], [-0.02, 0.24, -0.33], [0.40, 0.23, -0.22], [-0.21, 0.02, 0.26], [-0.03, 0.21, -0.02], [-0.34, -0.02, 0.07], [0.17, -0.41, 0.54], [-0.99, 1.14, -1.49], [0.17, -0.28, 0.40], [0.33, -0.09, -0.03], [-0.13, 0.18, -0.07], [0.08, 0.15, 0.07], [0.07, -0.05, -0.12], [0.15, 0.00, -0.11], [0.16, 0.13, -0.16], [0.01, -0.07, 0.19], [-0.10, 0.17, 0.04], [-0.16, -0.06, 0.03], [0.02, 0.07, -0.04], [-0.02, -0.15, 0.00], [0.08, 0.02, 0.16]],
  "lowdin_charge": [-0.0433, -0.0611, -0.2302, 0.0122, -0.0427, -0.2207, 0.0658, -0.1292, -0.1139, -0.0181, -0.0470, -0.0479, 0.0109, -0.1540, -0.0496, 0.0172, 0.0794, 0.0042, 0.0262, 0.0997, 0.0992, 0.1033, 0.1128, 0.1169, 0.1304, 0.1171, 0.1164, 0.1149, 0.1110, 0.0885, 0.1097, 0.1130, 0.1501, 0.1306, 0.1315, -0.0636, -0.3216, -0.0989, -0.3051, -0.0851, 0.0455, 0.0871, 0.0853, 0.0918, 0.1051, 0.1171, 0.1088, 0.1024, 0.0714, 0.0769, 0.0797],
  "max_force_ev_per_a": 2.507,
  "de_lowest_kcal_mol": 52.1,
  "gap_ha": 0.2113,
  "lumo_energy_ev": -4.79,
  "total_charge": 1,
  "total_energy_ha": -1000.8867,
  "mol_weight_g_mol": 323.5,
  "homo_energy_ev": -10.543
}